{
  "formula": "CHF2NO3",
  "method": "the ωB97M-V functional and the def2-TZVPD basis",
  "homo_ha": [-0.387, -0.384],
  "gap_ev": [7.94, 9.19],
  "largest_force_ev_per_a": 2.71,
  "elements": ["C", "N", "O", "O", "O", "F", "F", "H"],
  "xyz": [[-1.073746, 1.668020, 2.346699], [-1.662258, 0.708655, 1.599442], [-1.556980, -0.434492, 1.947047], [-2.153550, 1.017428, 0.457326], [-0.631366, 0.322436, -0.519985], [-1.083785, 2.984775, 2.123894], [-0.307277, 1.288576, 3.363403], [-0.653087, -0.587215, -0.186416]],
  "forces_ev_per_a": [[1.4, 1.9, 1.3], [-0.6, 1.5, -2.0], [0.1, -2.2, 1.2], [0.0, 0.6, 1.6], [0.8, 0.1, -0.8], [-0.2, -2.5, 0.1], [-1.3, 0.7, -1.4], [-0.3, -0.2, 0.1]],
  "nbo_charge": [0.9012, 0.3282, -0.4126, -0.2538, -0.5091, -0.2430, -0.2473, 0.4363]
}

{
  "formula": "C3H14O4S",
  "method": "the ωB97M-V functional and the def2-TZVPD basis",
  "homo_ha": -0.340,
  "gap_ev": 9.67,
  "largest_force_ev_per_a": 1.76,
  "elements": ["O", "C", "C", "C", "S", "H", "H", "H", "H", "H", "H", "H", "H", "O", "H", "H", "O", "H", "H", "O", "H", "H"],
  "xyz": [[-0.366328, -1.843537, 0.901220], [-0.211157, -1.123589, -0.355643], [1.258587, -0.885486, -0.638772], [1.525205, 0.083105, -1.815779], [0.311909, -0.074164, -3.193380], [0.478144, -2.114223, 1.271747], [-0.677517, -1.798519, -1.068929], [-0.754259, -0.197216, -0.230699], [1.619891, -0.406905, 0.269473], [1.835888, -1.796923, -0.721608], [2.466682, -0.191210, -2.284233], [1.625705, 1.084746, -1.413354], [0.539415, -1.381480, -3.301865], [-1.785156, 2.725171, 0.802424], [-2.328140, 2.352808, 0.094771], [-1.240784, 3.359074, 0.317670], [-2.431630, -1.019085, 2.512939], [-3.004936, -1.686184, 2.105564], [-1.593536, -1.296865, 2.079051], [1.157047, 1.850647, 1.344260], [1.379042, 2.588945, 1.921058], [0.195938, 1.770882, 1.404078]],
  "forces_ev_per_a": [[0.0, 0.1, 0.0], [0.4, -1.5, 0.9], [-0.3, 1.0, 0.2], [0.2, -1.1, 0.1], [0.2, 0.5, 0.4], [0.1, 0.1, -0.2], [-0.1, 0.5, -0.4], [-0.2, 0.3, -0.3], [0.3, 0.2, 0.1], [-0.2, -0.5, -0.4], [0.2, 0.2, 0.2], [-0.4, 0.3, -0.4], [-0.1, -0.2, -0.2], [0.2, 0.1, -0.5], [-0.1, -0.1, 0.3], [0.0, 0.0, 0.2], [0.2, -0.7, -0.6], [-0.3, 0.3, 0.4], [-0.2, 0.5, 0.3], [0.0, 0.0, -0.1], [0.0, -0.1, 0.0], [-0.1, 0.1, 0.0]],
  "nbo_charge": [-0.7628, -0.0559, -0.4590, -0.5040, -0.0513, 0.4790, 0.1813, 0.1840, 0.2333, 0.2022, 0.2173, 0.2406, 0.1135, -0.9406, 0.4762, 0.4689, -0.9646, 0.4547, 0.4886, -0.9670, 0.4731, 0.4927]
}

{
  "formula": "C3H13N2",
  "method": "the ωB97M-V functional and the def2-TZVPD basis",
  "homo_ha": -0.549,
  "gap_ev": 11.85,
  "total_charge": 1,
  "largest_force_ev_per_a": 0.98,
  "elements": ["C", "N", "H", "H", "H", "H", "H", "H", "C", "C", "N", "H", "H", "H", "H", "H", "H", "H"],
  "xyz": [[-1.090627, 2.185015, -0.586550], [-0.527950, 1.659165, 0.689146], [-0.740616, 1.595031, -1.430480], [-2.166717, 2.110097, -0.576775], [-0.797441, 3.209186, -0.791184], [0.357572, 0.404477, 0.316626], [-1.303904, 1.591919, 1.344801], [0.024179, 2.402022, 1.116155], [-0.475520, -2.096860, -0.235456], [0.928760, -1.700820, 0.204526], [1.182169, -0.258468, -0.053762], [-0.511187, -2.500745, -1.250137], [-0.879276, -2.851248, 0.444656], [-1.123288, -1.234458, -0.162420], [1.034404, -1.833618, 1.278698], [1.730835, -2.271931, -0.271420], [2.050406, 0.045961, 0.378702], [1.264058, -0.052378, -1.047151]],
  "forces_ev_per_a": [[0.2, -0.2, -0.2], [-0.5, 0.8, 0.2], [0.1, -0.2, -0.1], [-0.3, 0.1, 0.0], [0.0, 0.1, 0.2], [0.6, 0.0, 0.2], [0.1, -0.4, 0.0], [0.2, -0.2, -0.1], [0.2, -0.4, 0.0], [0.1, -0.4, 0.2], [-0.4, 0.4, -0.2], [0.0, 0.2, 0.1], [0.1, 0.0, -0.2], [-0.3, 0.2, -0.1], [0.0, 0.0, 0.0], [-0.2, 0.0, 0.0], [0.1, 0.0, 0.1], [0.1, -0.2, -0.1]],
  "nbo_charge": [-0.4264, -0.8454, 0.1813, 0.2212, 0.2196, 0.4551, 0.3973, 0.3906, -0.6358, -0.2229, -0.7197, 0.2369, 0.2514, 0.2104, 0.2198, 0.2253, 0.4246, 0.4167]
}

{
  "formula": "C5H14",
  "method": "the ωB97M-V functional and the def2-TZVPD basis",
  "homo_ha": -0.411,
  "gap_ev": 12.34,
  "largest_force_ev_per_a": 1.43,
  "elements": ["C", "C", "C", "H", "H", "H", "H", "H", "H", "H", "H", "C", "C", "H", "H", "H", "H", "H", "H"],
  "xyz": [[1.360660, -0.270850, 0.511523], [0.182129, -0.608327, 1.452449], [0.623015, -0.828317, 2.888038], [2.290841, -0.033388, 1.036709], [1.153061, 0.620893, -0.066109], [1.633634, -1.146389, -0.075807], [-0.608326, 0.132238, 1.313565], [-0.289836, -1.516228, 1.068599], [1.388853, -0.123428, 3.215944], [-0.193459, -0.985611, 3.588701], [1.219375, -1.751712, 2.904089], [-0.841821, 0.169526, -1.956346], [-1.347075, 1.514180, -2.448117], [-1.541913, -0.678671, -1.994346], [-0.157950, -0.346424, -2.641711], [-0.435717, 0.240708, -0.950843], [-2.227023, 1.433313, -3.091483], [-0.618956, 1.972658, -3.108427], [-1.589493, 2.205829, -1.646427]],
  "forces_ev_per_a": [[0.5, -0.1, 0.8], [0.1, 0.0, -0.6], [0.8, -0.9, -0.2], [-0.2, 0.0, 0.4], [0.1, -0.2, -0.5], [-0.2, 0.3, -0.5], [0.1, 0.3, 0.5], [0.0, -0.1, 0.2], [-0.6, 0.6, 0.2], [0.0, 0.4, 0.1], [-0.3, -0.1, 0.0], [-0.3, -1.4, -0.4], [-0.3, -0.2, -0.8], [-0.8, 0.7, 0.6], [0.8, 0.9, 0.2], [0.0, -0.2, -0.4], [-0.1, -0.1, 0.2], [0.3, 0.3, 0.2], [0.0, 0.0, 0.1]],
  "nbo_charge": [-0.6173, -0.4077, -0.6072, 0.2023, 0.2107, 0.2099, 0.1958, 0.1983, 0.2050, 0.2118, 0.2000, -0.6268, -0.6175, 0.2066, 0.2076, 0.2108, 0.2060, 0.2057, 0.2060]
}